Entry 1:
# C37H41FIN7O4PSYb

A structure of composition C37H41FIN7O4PSYb (wB97M-V/def2-TZVPD, the Open Molecules 2025 dataset).

Structure (XYZ):
```
94
Properties=species:S:1:pos:R:3:forces:R:3
N 0.708 3.312 -0.218 0.2 -0.5 0.3
H 0.343 -6.487 -1.846 -0.2 0.3 0.1
Yb 1.029 0.768 0.484 -0.2 0.1 -1.5
C -5.884 -2.772 2.080 0.4 0.0 -0.5
C 2.279 -1.273 -2.024 1.0 -0.2 -0.7
C -3.638 -1.653 2.184 -0.2 -0.3 -0.2
H 2.877 2.823 -2.885 -0.4 -0.2 0.8
H 1.661 -2.804 1.796 0.4 0.2 0.3
H 3.615 0.331 -1.338 -0.3 -0.3 -0.3
S 4.281 -1.527 3.994 -1.1 -0.6 -1.1
H -0.896 -2.437 -2.838 0.2 -0.5 0.3
H -3.861 0.602 -0.084 0.0 -0.4 -0.7
C -3.257 -0.972 -1.500 -0.7 0.4 -0.7
H -6.297 -1.666 4.435 0.7 0.2 -0.2
C -4.957 -1.939 2.759 0.9 0.2 0.1
C 3.554 4.974 1.031 0.5 0.2 -0.3
H 1.228 0.430 -3.916 -0.2 0.5 0.4
C -4.013 0.157 -1.091 0.1 0.0 -0.2
H 3.135 -3.747 3.802 0.1 0.3 -0.1
H 0.714 2.095 -3.590 0.3 -0.5 0.3
H 3.419 0.230 -3.109 -0.4 -0.1 0.6
C -2.691 -0.958 3.006 -1.5 0.3 0.9
H -6.186 -4.047 0.352 0.2 0.5 0.3
P -2.080 -1.555 -0.239 0.0 0.4 -0.3
H -0.846 2.181 -1.392 -0.3 -0.3 -0.5
C 3.126 3.429 2.845 0.4 -0.2 -0.4
H 1.850 4.546 -1.544 -0.5 -0.5 0.1
C -1.401 -3.111 -0.826 0.6 -1.1 -0.5
H -6.852 -2.972 2.566 0.5 0.1 -0.4
O 1.201 2.041 2.417 1.8 -0.6 -1.8
C -3.374 -2.139 0.866 -1.2 -1.1 0.6
H 1.197 3.929 0.456 -0.4 -0.3 -0.3
H -4.725 -1.452 -4.545 0.0 0.1 0.3
H 3.141 -1.963 -2.167 -0.6 0.2 0.1
C -4.989 0.716 -1.917 0.1 -0.5 -0.3
C 6.287 4.278 1.046 -0.3 -0.2 0.2
C 3.664 -0.434 2.831 -0.7 -0.9 -0.6
C -0.817 -3.261 -2.116 -0.2 -0.5 0.6
C -4.527 -0.989 -3.576 0.1 0.2 0.3
O 3.031 1.810 1.014 -2.3 0.2 1.2
O 6.490 5.664 -0.932 -0.9 -0.5 1.0
H -0.644 -6.218 0.439 -0.1 0.4 -0.4
I -0.598 -0.814 2.616 -0.4 -0.2 0.8
H 4.117 0.542 2.689 -0.3 -0.2 0.1
C -5.533 -3.323 0.861 -0.1 -0.4 0.2
H -1.196 0.757 -3.524 0.1 -0.1 0.6
H -4.024 -3.493 -0.680 -0.2 0.3 0.3
C 2.867 0.134 -2.138 0.7 0.3 -0.3
C -4.389 -0.681 4.768 -0.5 -0.2 -0.3
H 2.401 4.159 3.226 0.1 -0.4 -0.1
C -1.320 -4.190 0.081 0.3 0.0 -0.4
C 2.388 2.321 2.018 0.7 1.3 1.3
N -0.921 1.166 -1.414 0.7 0.4 1.3
H -1.755 -4.077 1.080 0.2 -0.2 -0.4
H 0.230 -4.565 -3.470 -0.2 -0.1 0.4
H 3.210 2.503 -1.153 -0.4 0.1 -0.3
C -0.494 0.587 -2.676 -0.7 -0.9 -0.7
N 2.688 -0.914 2.046 0.6 0.4 0.6
H 0.571 3.612 -2.337 0.4 0.0 0.6
C 3.186 -2.748 3.376 0.0 0.4 -0.1
C 1.336 3.560 -1.534 0.5 0.7 -0.7
N 1.623 -1.486 -0.736 -0.4 0.8 1.0
O 2.346 5.197 0.933 0.8 -0.1 0.3
C -3.088 -0.475 4.255 0.9 0.2 -0.6
H 5.740 3.087 2.761 0.1 0.4 -0.3
H -2.364 0.095 4.847 -0.3 -0.3 -0.1
C 2.402 2.525 -1.905 0.6 0.4 -0.6
F 7.577 3.921 1.042 -0.7 0.3 -0.1
H -6.028 0.560 -3.841 0.4 -0.2 0.4
C -0.699 -5.394 -0.289 0.0 0.1 0.2
C -4.285 -3.020 0.274 0.0 0.3 0.6
H 0.831 -2.131 -0.794 0.3 0.0 0.0
C -3.532 -1.552 -2.748 -0.3 0.3 0.0
H -1.866 0.900 -1.137 0.2 0.1 -0.4
H 3.650 2.969 3.721 -0.4 0.3 -0.8
H -4.679 -0.246 5.733 0.3 -0.3 -0.5
C -0.206 -4.477 -2.469 -0.1 0.3 0.1
C 5.441 3.791 1.982 0.6 0.1 -0.6
C 0.845 1.102 -3.117 0.6 0.2 -0.5
C -5.291 -1.433 4.043 0.1 0.2 0.3
H 4.065 6.198 -0.511 0.1 -0.1 0.0
H 2.274 -1.808 -0.013 -0.2 -0.1 -0.6
H -3.026 -2.472 -3.082 -0.3 0.6 0.2
N 4.097 4.142 1.989 -0.9 -0.1 0.2
N 1.838 1.173 -2.007 -0.6 -0.1 0.5
C 2.428 -2.249 2.349 0.7 0.3 0.8
C -0.149 -5.554 -1.563 0.0 0.6 -0.1
H -0.258 3.647 -0.228 0.3 0.0 0.1
H 1.579 -1.468 -2.861 0.3 0.1 0.6
C 5.814 5.217 -0.028 1.4 -0.1 0.0
H -0.416 -0.511 -2.557 -0.2 0.5 0.2
H -5.534 1.587 -1.555 0.0 -0.2 -0.2
C -5.258 0.141 -3.181 0.5 -0.1 0.4
N 4.472 5.547 0.153 -1.0 -0.3 0.4
```
Positions in Å, forces in eV/Å.

- <S²>: 0.751
- Frontier orbital gap (alpha / beta): 7.623 / 6.536 eV
- Net charge: +2
- 2S+1: 2
- Energy relative to the best compared isomer or geometry (same formula, charge and spin): 0.0 kcal per mole

---

Entry 2:
# C2H8N3

The ion C2H8N3 with charge +1 (wB97M-V/def2-TZVPD, the Open Molecules 2025 dataset).

Structure (XYZ):
```
13
Properties=species:S:1:pos:R:3:forces:R:3
N 1.209 0.711 -0.098 -0.9 0.9 1.2
H 2.052 0.340 -0.468 1.1 0.4 -0.3
H 0.399 -0.275 -1.743 0.8 -0.6 -0.7
H 1.230 1.722 0.173 0.5 -1.4 -0.3
H -0.033 -1.818 2.059 0.1 1.2 -0.7
H -2.148 -0.148 -0.999 1.3 -0.3 1.3
H -0.076 1.344 -1.656 -0.6 0.4 0.1
N -1.085 -0.923 0.646 -5.1 -8.8 7.6
C 0.133 0.483 -1.043 -2.6 -1.8 0.9
C -1.210 -0.191 -0.367 0.8 9.1 -10.3
H -1.996 -1.534 0.917 3.1 1.6 -0.5
N -0.054 -0.995 1.409 2.7 -0.5 1.9
H 0.815 -0.330 1.086 -1.2 -0.2 -0.1
```
Positions in Å, forces in eV/Å.

- <S²>: 2.008
- Frontier orbital gap (alpha / beta): 7.327 / 8.003 eV
- Net charge: +1
- 2S+1: 3
- Energy relative to the best compared isomer or geometry (same formula, charge and spin): 20.3 kcal per mole

---

Entry 3:
# C5H14N2O

The molecule C5H14N2O (wB97M-V/def2-TZVPD, the Open Molecules 2025 dataset).

Structure (XYZ):
```
22
Properties=species:S:1:pos:R:3:forces:R:3
H -2.272 -0.392 0.818 0.1 0.0 -0.1
N 1.964 0.718 0.667 0.4 1.1 0.6
H -0.123 -0.640 -1.589 -0.1 0.0 0.2
H -0.346 -1.714 1.195 -0.1 0.1 0.1
H 1.016 -1.283 2.227 0.1 0.1 -0.4
H 0.757 0.867 -1.548 0.0 -0.1 0.4
H -2.325 -0.862 -0.891 0.1 0.1 0.1
H -0.891 2.410 -1.841 -0.3 -0.5 0.1
C 0.132 0.202 -0.935 0.8 -0.5 1.5
C -1.133 0.918 -0.512 -0.5 0.7 -2.0
H -3.254 0.517 -0.332 0.2 0.1 0.1
H 2.748 0.254 1.128 -0.2 0.2 -0.1
C 1.052 -0.321 0.270 -0.4 0.2 -0.9
O -1.540 1.694 -1.725 0.1 -0.1 1.1
H -0.971 1.641 0.292 0.1 -0.1 0.1
N 1.965 -1.315 -0.231 0.2 -1.2 -0.6
H 2.494 -0.901 -0.996 0.0 -0.1 0.1
H 1.446 -2.095 -0.628 0.2 0.0 0.1
C -2.302 -0.009 -0.204 -0.3 0.1 0.0
H 1.542 1.320 1.368 0.0 0.1 -0.1
C 0.316 -0.889 1.479 -0.4 -0.3 0.1
H -0.276 -0.120 1.988 0.0 -0.1 -0.2
```
Positions in Å, forces in eV/Å.

- Frontier orbital gap: 10.109 eV
- Structure (SMILES): C[C@H](O)CC(C)(N)N
- Energy relative to the best compared isomer or geometry (same formula, charge and spin): 32.2 kcal per mole

---

Q: Which of these has the highest energy relative to the best compared isomer or geometry (same formula, charge and spin)?
A: C5H14N2O

---

Q: Which value of energy relative to the best compared isomer or geometry (same formula, charge and spin) does entry 2 give?
A: 20.3 kcal per mole

---

Q: energy relative to the best compared isomer or geometry (same formula, charge and spin) of number 3 (C5H14N2O)?
A: 32.2 kcal per mole

---

Q: Which of these has the highest energy relative to the best compared isomer or geometry (same formula, charge and spin)?
A: C5H14N2O